(1)
Entry from the Open Molecules 2025 dataset: a cluster of 2 separate species, C4H12 in total at a distorted geometry (wB97M-V/def2-TZVPD).

Results
2S+1 = 1
SMILES string = CC.CC
frontier orbital gap = 12.19 eV
total energy = -4341.119 eV
charge = 0
energy above the lowest of the compared OMol25 structures with the same formula, charge and spin = 32.49 kcal/mol
strongest force on any atom = 0.0954 hartree/bohr

Positions of all 16 atoms, in Å:
1 C -1.33892 -0.83878 -1.42350
2 C 0.65271 0.87603 1.61425
3 H 0.94819 2.86693 1.06080
4 H 2.18566 1.71246 0.60063
5 C 1.07572 1.87776 0.67128
6 H -2.10342 -0.61774 -0.46980
7 C -0.38538 -1.89549 -0.92886
8 H -2.19077 -1.12208 -2.08228
9 H -0.67993 -2.19408 0.06508
10 H 0.37385 -0.16474 1.14008
11 H 1.47616 0.71998 2.32567
12 H -0.10742 1.01717 2.33494
13 H -0.24859 -2.70393 -1.73591
14 H 0.55138 -1.40181 -0.80741
15 H -0.78144 0.05850 -1.75920
16 H 0.55155 1.71221 -0.27163

(2)
Entry from the Open Molecules 2025 dataset: a cluster of 2 separate species, C4H12 in total at a distorted geometry (wB97M-V/def2-TZVPD).

Results
2S+1 = 1
SMILES string = CC.CC
frontier orbital gap = 12.48 eV
total energy = -4342.069 eV
charge = 0
energy above the lowest of the compared OMol25 structures with the same formula, charge and spin = 10.60 kcal/mol
strongest force on any atom = 0.0383 hartree/bohr

Positions of all 16 atoms, in Å:
1 H 0.16983 1.85061 0.30453
2 H -2.56095 -1.15941 1.58502
3 H 0.71062 2.85542 -1.09551
4 H 1.84839 0.20893 -1.51041
5 H 2.27169 0.73170 0.12413
6 H 0.01685 -0.60417 0.85800
7 C -0.80661 -1.10898 0.34822
8 C 0.58030 1.84820 -0.69403
9 H -1.28357 -2.14492 2.20826
10 H -2.22357 -2.71252 0.85689
11 H -1.31293 -0.42713 -0.32907
12 H -0.09268 1.48133 -1.47298
13 H -0.15623 -1.70711 -0.30962
14 C -1.74954 -1.82238 1.27586
15 H 2.69592 1.64398 -1.30905
16 C 1.89247 1.06645 -0.84026

(3)
Entry from the Open Molecules 2025 dataset: a cluster of 2 separate species, C4H12 in total at a distorted geometry (wB97M-V/def2-TZVPD).

Results
2S+1 = 2
⟨S²⟩ = 0.75
frontier orbital gap (spin up / spin down) = 13.47 / 5.50 eV
total energy = -4331.050 eV
charge = +1
energy above the lowest of the compared OMol25 structures with the same formula, charge and spin = 4.19 kcal/mol
strongest force on any atom = 0.0323 hartree/bohr

Positions of all 16 atoms, in Å:
1 H 0.52336 0.83971 -0.29095
2 H -0.97217 -0.64355 1.78399
3 C 0.04293 0.76926 -1.29831
4 H 0.31933 -2.77922 1.72785
5 H -0.34141 2.85897 -1.58459
6 H -0.48924 -1.05210 0.28833
7 H -1.27960 1.78090 -2.58906
8 C -0.88758 1.91060 -1.56952
9 H 0.44765 0.22930 1.29735
10 C 0.00016 -0.77403 1.25881
11 H 1.65839 -2.14503 0.92826
12 H 1.42403 -1.64818 2.63634
13 H 0.94296 0.53452 -1.88794
14 C 0.92322 -1.86114 1.69767
15 H -0.58316 -0.12416 -1.49068
16 H -1.72886 2.10415 -0.90755

(4)
Entry from the Open Molecules 2025 dataset: a cluster of 2 separate species, C4H12 in total at a distorted geometry (wB97M-V/def2-TZVPD).

Results
2S+1 = 2
⟨S²⟩ = 0.75
frontier orbital gap (spin up / spin down) = 13.68 / 3.96 eV
total energy = -4330.708 eV
charge = +1
energy above the lowest of the compared OMol25 structures with the same formula, charge and spin = 12.09 kcal/mol
strongest force on any atom = 0.0233 hartree/bohr

Positions of all 16 atoms, in Å:
1 H 2.02674 0.43367 1.95016
2 H 1.16701 -1.54232 0.32848
3 C -1.29596 1.30950 -1.83256
4 H 0.43815 0.30376 2.65625
5 H -0.87175 -0.81797 -2.07362
6 H 0.73729 0.75381 0.91616
7 H -2.34752 1.14235 -2.11585
8 C 0.97146 -1.37271 1.38702
9 H -0.78505 1.72748 -2.71261
10 H 1.77000 -1.86354 1.97496
11 H 0.30578 0.20287 -1.03811
12 C -0.74752 0.01293 -1.38140
13 H 0.03681 -1.89810 1.62313
14 H -1.10768 -0.48021 -0.43294
15 C 1.00245 0.06479 1.75247
16 H -1.30021 2.02368 -1.00153

(5)
Entry from the Open Molecules 2025 dataset: a cluster of 2 separate species, C4H12 in total at a distorted geometry (wB97M-V/def2-TZVPD).

Results
2S+1 = 2
⟨S²⟩ = 0.75
frontier orbital gap (spin up / spin down) = 14.03 / 4.91 eV
total energy = -4329.790 eV
charge = +1
energy above the lowest of the compared OMol25 structures with the same formula, charge and spin = 33.24 kcal/mol
strongest force on any atom = 0.0937 hartree/bohr

Positions of all 16 atoms, in Å:
1 H 1.98816 -0.32493 1.16508
2 H -0.65770 -0.59721 -0.03962
3 H -0.22334 -2.08987 -0.52327
4 H -0.82992 -1.07176 -2.72647
5 H -1.84975 -1.98803 -0.03787
6 H 1.92901 2.62936 1.85657
7 H 0.19058 2.18506 1.66217
8 H -2.46321 -1.46533 -2.30710
9 C -1.03346 -1.42437 -0.66210
10 H 0.43530 0.47596 0.16820
11 H 2.06735 1.03450 0.14930
12 C 1.18238 1.77051 1.84226
13 C 1.42277 0.66355 0.79945
14 H -1.79123 0.04949 -1.98506
15 C -1.54333 -1.00842 -2.00160
16 H 1.03464 1.15522 2.75000

(6)
Entry from the Open Molecules 2025 dataset: a cluster of 2 separate species, C4H12 in total at a distorted geometry (wB97M-V/def2-TZVPD).

Results
2S+1 = 2
⟨S²⟩ = 0.75
frontier orbital gap (spin up / spin down) = 10.97 / 3.38 eV
total energy = -4330.539 eV
charge = +1
energy above the lowest of the compared OMol25 structures with the same formula, charge and spin = 15.99 kcal/mol
strongest force on any atom = 0.0458 hartree/bohr

Positions of all 16 atoms, in Å:
1 C 2.15123 0.84680 -0.00214
2 H -2.40295 -0.05531 0.72506
3 H -1.31816 0.94140 -0.25790
4 H 3.18411 0.92651 -0.32594
5 H 1.62259 0.28047 -0.78583
6 H 1.88534 -1.07176 1.14912
7 H -2.02070 -0.80757 -2.02419
8 H 2.98466 0.10458 1.80394
9 C 2.02093 -0.00509 1.28349
10 H -1.15928 -1.64378 -0.52049
11 C -2.17142 0.24772 -0.35188
12 H 1.39341 0.48970 2.02288
13 H -2.94929 0.88734 -0.77577
14 H -2.85644 -1.81897 -0.93304
15 C -2.01214 -1.10096 -0.92396
16 H 1.54844 1.75187 0.04901

(7)
Entry from the Open Molecules 2025 dataset: a cluster of 2 separate species, C4H12 in total at a distorted geometry (wB97M-V/def2-TZVPD).

Results
2S+1 = 2
⟨S²⟩ = 0.75
frontier orbital gap (spin up / spin down) = 13.43 / 3.13 eV
total energy = -4330.563 eV
charge = +1
energy above the lowest of the compared OMol25 structures with the same formula, charge and spin = 15.42 kcal/mol
strongest force on any atom = 0.0200 hartree/bohr

Positions of all 16 atoms, in Å:
1 H -2.31800 1.61444 1.04517
2 H 1.86395 0.24698 -2.15521
3 C -1.37179 1.00393 1.02469
4 H 2.77484 -1.24288 -1.75552
5 C 0.53881 -1.31116 -1.94414
6 C -0.91129 0.88875 2.44855
7 H 0.62279 -1.54529 -3.01028
8 H -0.07988 1.54602 2.68682
9 H -0.36416 -0.65774 -1.89290
10 H 1.86419 -0.41287 -0.49053
11 H 0.32352 -2.09347 -1.21836
12 H -1.81423 0.09104 0.59606
13 C 1.85600 -0.69050 -1.54918
14 H -1.71634 1.12599 3.15654
15 H -0.71529 1.56705 0.37058
16 H -0.55314 -0.13029 2.68770

(8)
Entry from the Open Molecules 2025 dataset: a cluster of 2 separate species, C4H12 in total at a distorted geometry (wB97M-V/def2-TZVPD).

Results
2S+1 = 2
⟨S²⟩ = 0.75
frontier orbital gap (spin up / spin down) = 14.02 / 4.24 eV
total energy = -4330.456 eV
charge = +1
energy above the lowest of the compared OMol25 structures with the same formula, charge and spin = 17.89 kcal/mol
strongest force on any atom = 0.0685 hartree/bohr

Positions of all 16 atoms, in Å:
1 H -1.81317 -0.92294 2.65807
2 H -1.42844 -2.53252 2.24959
3 H 0.64610 -1.77643 0.77449
4 H 0.20444 -0.08935 1.02715
5 H -0.88932 1.79894 -1.81093
6 H 0.16906 1.24900 -3.17111
7 H -0.31948 0.11429 -2.02085
8 H 1.14528 2.49325 -0.77875
9 C -0.91947 -1.49324 2.31453
10 C 1.18053 1.48951 -1.25093
11 H -0.78798 -1.15654 0.13773
12 C -0.03033 1.17525 -2.13120
13 C -0.20952 -1.18871 0.96573
14 H -0.27066 -1.38415 3.10976
15 H 2.09916 1.38392 -1.73464
16 H 1.22381 0.83973 -0.33865

Question: Which of these has the highest strongest force on any atom?
Answer: number 1

Question: Look up the charge of the third one.
Answer: +1